{"formula": "C6H12", "method": "wB97M-V/def2-TZVPD", "symbols": ["C", "C", "C", "C", "C", "C", "H", "H", "H", "H", "H", "H", "H", "H", "H", "H", "H", "H"], "xyz": [[-1.96557, 0.20520, 0.68291], [-1.08295, 0.24344, -0.55821], [0.17635, 1.12633, -0.38311], [1.10940, -0.08933, -0.59265], [1.92084, -0.39782, 0.67455], [-0.15059, -0.97366, -0.80585], [-1.35248, 0.01056, 1.57073], [-2.74167, -0.56702, 0.63420], [-2.46123, 1.17219, 0.83425], [-1.70093, 0.47995, -1.43413], [0.31361, 1.40669, 0.65700], [0.26955, 2.02994, -0.98778], [1.77847, -0.03879, -1.46033], [2.31610, -1.41867, 0.67666], [2.76632, 0.29193, 0.79841], [1.30374, -0.29260, 1.57968], [-0.24515, -1.40323, -1.80838], [-0.25381, -1.78511, -0.07796]], "total_energy_ha": -235.78159, "largest_force_ev_per_a": 0.6, "e_lumo_ev": 1.20}

=====

{"formula": "C12H27ClIN2OP2Ti", "method": "wB97M-V/def2-TZVPD", "symbols": ["C", "C", "H", "H", "H", "O", "I", "Ti", "P", "C", "C", "H", "H", "H", "H", "H", "H", "C", "H", "H", "H", "P", "C", "C", "H", "H", "H", "C", "H", "H", "H", "H", "H", "H", "Cl", "C", "C", "N", "C", "C", "N", "H", "H", "H", "H", "H", "H"], "xyz": [[-0.44592, 1.46504, -3.19059], [0.04990, 1.30156, -1.76647], [-0.86338, 0.52185, -3.58597], [0.37835, 1.85448, -3.80297], [-1.14340, 2.31876, -3.31746], [-0.59535, 0.25729, -1.14963], [1.38902, 1.01042, 1.34484], [-0.65351, -0.88951, 0.48389], [-2.26426, 0.30889, 1.76286], [-3.31790, -0.87591, 2.67081], [-1.92872, 1.65749, 2.96448], [-2.84184, 1.97998, 3.48917], [-4.35997, 1.47342, 1.10283], [-1.50118, 2.52434, 2.43646], [-2.95342, 1.94286, 0.09058], [-2.79870, -1.23662, 3.56826], [-1.19225, 1.31577, 3.70129], [-3.44050, 1.10651, 0.60100], [-4.28332, -0.43609, 2.96287], [-3.74280, 0.36788, -0.15802], [-3.50616, -1.75186, 2.02277], [2.08490, -0.18490, -1.42405], [2.73349, -1.90062, -1.15390], [2.12885, -0.18012, -3.25463], [3.24380, 1.93384, -1.32955], [4.26867, 0.60491, -1.97722], [3.98438, 0.76451, -0.19554], [3.55292, 0.89744, -1.19875], [1.91139, 0.86022, -3.56304], [3.11740, -0.45833, -3.59931], [3.76351, -1.91269, -1.54058], [2.11595, -2.62811, -1.69406], [1.34515, -0.86524, -3.62718], [2.72418, -2.18403, -0.08269], [-0.05528, 2.82814, -0.92496], [-0.40080, -3.71915, -1.39590], [-0.31374, -3.86524, 0.06788], [-0.28858, -2.86505, 0.96211], [-0.24549, -3.45269, 2.24385], [-0.26881, -4.80947, 2.09064], [-0.31508, -5.03266, 0.70502], [0.20776, -4.50936, -1.86495], [-1.44694, -3.83109, -1.73235], [-0.03769, -2.75399, -1.77015], [-0.25331, -2.81332, 3.12120], [-0.22332, -5.57288, 2.83126], [-0.39384, -5.91094, 0.21792]], "total_energy_ha": -2947.18617, "total_charge": 3, "largest_force_ev_per_a": 5.1, "e_lumo_ev": [-12.37, -12.36]}

=====

{"formula": "C30H76AlO11", "method": "wB97M-V/def2-TZVPD", "symbols": ["C", "C", "O", "C", "Al", "C", "C", "C", "C", "C", "C", "C", "H", "H", "H", "H", "H", "H", "H", "H", "H", "H", "H", "H", "H", "H", "H", "H", "C", "C", "O", "H", "H", "H", "H", "H", "H", "C", "C", "O", "H", "H", "H", "H", "H", "H", "C", "C", "O", "H", "H", "H", "H", "H", "H", "C", "C", "O", "H", "H", "H", "H", "H", "H", "C", "C", "O", "H", "H", "H", "H", "H", "H", "C", "C", "O", "H", "H", "H", "H", "H", "H", "C", "C", "O", "H", "H", "H", "H", "H", "H", "C", "C", "O", "H", "H", "H", "H", "H", "H", "C", "C", "O", "H", "H", "H", "H", "H", "H", "C", "C", "O", "H", "H", "H", "H", "H", "H"], "xyz": [[6.26072, -3.79750, 1.55366], [4.79562, -3.30245, 1.01492], [3.82867, -4.06543, 1.83370], [4.58149, -1.71195, 1.11964], [2.51263, -1.43250, 1.22878], [1.58612, -2.76331, -0.04942], [0.17446, -3.14729, 0.62170], [-1.14450, -3.19301, -0.22807], [-2.48272, -3.56735, 0.44721], [-2.53088, -3.85167, 1.96148], [-1.22770, -3.80571, 2.82037], [0.12716, -3.47373, 2.13352], [6.22753, -3.77880, 2.69646], [6.33797, -4.90093, 1.23799], [7.08231, -3.14343, 1.10900], [4.62171, -3.59161, -0.07739], [3.44326, -4.70465, 1.19934], [4.93311, -1.11954, 0.21047], [4.98069, -1.29460, 2.12064], [2.13611, -1.61463, 2.76354], [2.06269, 0.02145, 0.78145], [2.22282, -3.67536, -0.31241], [1.41977, -2.19537, -1.04579], [-1.14047, -2.97266, -1.35273], [-3.44473, -3.62458, -0.16738], [-3.48815, -4.10778, 2.54452], [-1.26429, -4.01453, 3.93710], [1.04785, -3.49218, 2.82160], [3.35245, 2.40207, -2.55421], [3.06962, 1.42887, -1.42575], [1.84951, 1.77204, -0.78225], [3.41483, 3.42461, -2.17283], [4.29097, 2.15531, -3.05683], [2.54313, 2.38547, -3.29149], [3.86848, 1.46392, -0.68275], [2.99479, 0.40417, -1.80287], [1.14862, 1.73002, -1.44575], [-5.71513, -1.22470, 0.94822], [-5.56035, -1.21915, -0.55898], [-6.24758, -2.33154, -1.12449], [-5.31967, -2.15183, 1.37079], [-5.18846, -0.37947, 1.39743], [-6.77172, -1.17094, 1.22933], [-4.50667, -1.29490, -0.83521], [-5.96530, -0.29840, -0.99180], [-7.17918, -2.25188, -0.88236], [7.52611, -2.81579, -2.36605], [6.73661, -1.86428, -3.22645], [6.10493, -0.88967, -2.41253], [6.87177, -3.30617, -1.64035], [8.01549, -3.57927, -2.97445], [8.28923, -2.27836, -1.79466], [5.96108, -2.40034, -3.77769], [7.38459, -1.35668, -3.94838], [6.79708, -0.41457, -1.93468], [-0.60163, -2.25713, 6.87476], [-2.04153, -1.98417, 6.48804], [-2.70084, -3.20404, 6.16926], [-0.07335, -2.75591, 6.05822], [-0.07957, -1.32843, 7.11713], [-0.55339, -2.92440, 7.74100], [-2.08539, -1.33615, 5.61055], [-2.58140, -1.49524, 7.30623], [-2.66605, -3.77022, 6.95118], [-1.08208, 2.11572, 2.97708], [-1.37142, 1.14436, 4.10343], [-2.59845, 1.48510, 4.74660], [-1.02064, 3.13856, 3.35905], [-0.14151, 1.86747, 2.47966], [-1.88693, 2.09936, 2.23593], [-0.57614, 1.17908, 4.85093], [-1.44552, 0.11981, 3.72589], [-3.29683, 1.44301, 4.08063], [1.99521, 6.05156, -3.92502], [3.04920, 5.88531, -5.00211], [3.57634, 4.56531, -4.97421], [2.41987, 5.84963, -2.93859], [1.58582, 7.06491, -3.93223], [1.17682, 5.34064, -4.07145], [3.87463, 6.58170, -4.83997], [2.62707, 6.07501, -5.99474], [2.84302, 3.95520, -5.12673], [-8.83716, 1.76385, -2.77129], [-7.65518, 2.67282, -3.04535], [-6.44101, 2.01635, -2.69932], [-8.86465, 1.47837, -1.71647], [-9.77749, 2.25797, -3.02768], [-8.75657, 0.83889, -3.35019], [-7.72830, 3.58452, -2.44977], [-7.61403, 2.95378, -4.10272], [-6.37907, 1.21545, -3.23660], [11.22631, -2.34915, -5.48685], [10.29742, -3.54675, -5.52163], [8.95379, -3.13301, -5.30809], [11.15195, -1.83425, -4.52565], [12.26367, -2.65472, -5.64407], [10.95231, -1.62438, -6.25919], [10.56057, -4.25740, -4.73545], [10.35842, -4.06063, -6.48654], [8.72556, -2.51166, -6.01198], [-6.10900, 6.70969, -5.13114], [-6.69735, 7.17678, -3.81434], [-7.00134, 6.06003, -2.98796], [-6.80907, 6.05112, -5.65169], [-5.87616, 7.55905, -5.77807], [-5.19404, 6.13415, -4.96356], [-7.62201, 7.73222, -3.98443], [-5.99630, 7.82780, -3.28219], [-6.17747, 5.57812, -2.83413], [-6.21205, -0.47340, 7.35159], [-6.02883, 0.74690, 8.23190], [-4.72566, 0.75143, 8.80124], [-6.06437, -1.38929, 7.92957], [-7.21244, -0.49117, 6.91186], [-5.47303, -0.48255, 6.54523], [-6.75399, 0.74188, 9.04862], [-6.16377, 1.66825, 7.65598], [-4.08935, 0.76534, 8.07304]], "total_energy_ha": -2258.44512, "total_charge": -1, "largest_force_ev_per_a": 4.3, "e_lumo_ev": 1.95}